Formula: C3H3ClO2
Source: OMol25
Level of theory: ωB97M-V with the def2-TZVPD basis set

## Properties
M = 106.51 g mol⁻¹
Strongest force on any atom = 3.8 eV/Å
Total energy = -726.6240 hartree
Lowest unoccupied orbital energy = 0.0232 hartree
Gap between HOMO and LUMO = 9.4 eV
SMILES string = C[C@]12O[C@@]1(Cl)O2
Energy relative to the best compared isomer or geometry (same formula, charge and spin) = 409.4 kJ/mol

Atoms and positions in Å:
C 0.452 0.849 -0.907
C 0.145 -0.013 0.231
O 0.786 -1.238 0.793
C -0.606 -0.992 0.969
Cl -1.907 -2.100 0.925
O -0.497 0.313 1.458
H 1.605 0.734 -1.074
H 0.225 1.902 -0.672
H -0.203 0.546 -1.723

=====

Formula: C3H3ClOS
Source: OMol25
Level of theory: ωB97M-V with the def2-TZVPD basis set

## Properties
M = 122.58 g mol⁻¹
Strongest force on any atom = 5.4 eV/Å
Total energy = -1049.6646 hartree
Lowest unoccupied orbital energy = 0.0162 hartree
Gap between HOMO and LUMO = 9.7 eV
SMILES string = O=CS/C=C/Cl
Energy relative to the best compared isomer or geometry (same formula, charge and spin) = 130.9 kJ/mol

Atoms and positions in Å:
O -0.424 -2.441 1.467
C -0.704 -2.529 0.297
S -0.596 -1.149 -0.963
C -0.160 0.217 0.282
C 0.437 1.189 -0.490
Cl 0.944 2.762 0.216
H -0.963 -3.577 -0.236
H -0.138 0.228 1.344
H 0.547 1.054 -1.645

=====

Formula: C3H3CoO2
Source: OMol25
Level of theory: ωB97M-V with the def2-TZVPD basis set

## Properties
M = 129.99 g mol⁻¹
Strongest force on any atom = 7.4 eV/Å
Total energy = -1648.8258 hartree
Multiplicity = 6
Lowest unoccupied orbital energy (spin up / spin down) = -0.1827 / -0.2939 hartree
Gap between HOMO and LUMO (spin up / spin down) = 6.7 / 9.0 eV
Total charge = +1
Energy relative to the best compared isomer or geometry (same formula, charge and spin) = 25.2 kJ/mol

Atoms and positions in Å:
O -0.312 1.049 0.260
C 0.986 -0.953 -0.265
C -1.482 0.228 -0.067
C -0.176 -0.349 -0.003
H 1.318 -1.907 0.266
H -1.929 0.468 -1.036
H -2.180 0.121 0.766
O 2.101 -0.265 -0.014
Co 1.674 1.608 0.093

=====

> energy relative to the best compared isomer or geometry (same formula, charge and spin) of number 2 (C3H3ClOS)?

130.9 kJ/mol

=====

Repeat the first record exactly.
Formula: C3H3ClO2
Source: OMol25
Level of theory: ωB97M-V with the def2-TZVPD basis set

## Properties
M = 106.51 g mol⁻¹
Strongest force on any atom = 3.8 eV/Å
Total energy = -726.6240 hartree
Lowest unoccupied orbital energy = 0.0232 hartree
Gap between HOMO and LUMO = 9.4 eV
SMILES string = C[C@]12O[C@@]1(Cl)O2
Energy relative to the best compared isomer or geometry (same formula, charge and spin) = 409.4 kJ/mol

Atoms and positions in Å:
C 0.452 0.849 -0.907
C 0.145 -0.013 0.231
O 0.786 -1.238 0.793
C -0.606 -0.992 0.969
Cl -1.907 -2.100 0.925
O -0.497 0.313 1.458
H 1.605 0.734 -1.074
H 0.225 1.902 -0.672
H -0.203 0.546 -1.723

=====

> Look up the total energy of the first one.

-726.6240 hartree